This record from the OMol25 dataset describes one molecule with the formula C3H7ClS. The level of theory is ωB97M-V/def2-TZVPD.

Structure (XYZ):
```
12
C3H7ClS | the OMol25 dataset | ωB97M-V/def2-TZVPD
C 0.22017 -1.06505 -0.31847
C 0.28182 0.42789 -0.65238
C 0.19525 1.25039 0.61606
H -2.02545 -2.34387 0.11708
H 0.15105 -1.43396 -1.39335
H 1.14718 -1.29441 0.36952
H -0.46610 0.66024 -1.30845
H 1.17570 0.58475 -1.14573
H 0.83778 1.10023 1.50210
H -0.71880 0.84347 1.02616
S -1.01530 -1.74077 0.82555
Cl 0.21670 3.01109 0.36191
```

Output
HOMO-LUMO gap, eV: 10.00
Highest occupied orbital energy, hartree: -0.3399

Atom-resolved charges from Löwdin, all expressed in e: number 1, C, carries -0.568; number 2, C, carries -0.344; number 3, C, carries -0.647; number 4, H, carries -0.138; number 5, H, carries 0.104; number 6, H, carries 0.098; number 7, H, carries 0.079; number 8, H, carries 0.084; number 9, H, carries 0.082; number 10, H, carries 0.026; number 11, S, carries 0.684; number 12, Cl, carries 0.541

This record from the OMol25 dataset describes a 2-piece molecular cluster, C2H3FI2 overall. The level of theory is ωB97M-V/def2-TZVPD.

Structure (XYZ):
```
8
C2H3FI2 | the OMol25 dataset | ωB97M-V/def2-TZVPD
C -0.35641 -0.43405 -1.77190
C 0.22276 0.19934 -0.77690
F -0.47304 0.92118 0.12018
I -0.71500 -0.10343 3.89119
I 2.07699 -0.25610 -0.04317
H 0.30292 0.95569 3.00857
H -1.34831 -0.23003 -2.01162
H 0.29009 -1.05259 -2.41634
```

Output
Spin multiplicity: 3
HOMO-LUMO gap (alpha / beta), eV: 5.51 / 6.41
Highest occupied orbital energy (alpha / beta), hartree: -0.1900 / -0.3645

Atom-resolved charges from Löwdin, all expressed in e: number 1, C, carries -0.014; number 2, C, carries -0.909; number 3, F, carries -0.095; number 4, I, carries 0.288; number 5, I, carries 0.885; number 6, H, carries -0.270; number 7, H, carries 0.050; number 8, H, carries 0.065

This record from the OMol25 dataset describes one molecule with the formula C4H11N3S. The level of theory is ωB97M-V/def2-TZVPD.

Structure (XYZ):
```
19
C4H11N3S | the OMol25 dataset | ωB97M-V/def2-TZVPD
C -1.39867 -0.09837 1.06781
C -0.27804 0.06504 -1.21487
C -0.77103 -0.87496 -0.14427
C 0.33525 -1.83060 0.32894
N 0.51815 2.59366 -1.29024
N 2.41123 1.01733 -0.55310
N -0.41816 0.44194 1.91847
S 0.90661 1.34527 -0.48515
H -2.12941 0.62655 0.67472
H -1.95784 -0.86239 1.63361
H 0.31561 -0.44642 -1.96963
H -1.07021 0.65630 -1.66261
H -1.59872 -1.44704 -0.57180
H 1.28805 -1.58771 -0.13265
H 0.10142 -2.86409 0.08274
H 0.45504 -1.74661 1.40585
H 1.19894 3.33743 -1.32160
H 2.70960 0.27173 0.05325
H -0.61781 1.40294 2.18054
```

Output
HOMO-LUMO gap (alpha / beta), eV: 8.20 / 7.54
Highest occupied orbital energy (alpha / beta), hartree: -0.3353 / -0.2952

Atom-resolved charges from Löwdin, all expressed in e: number 1, C, carries -0.327; number 2, C, carries -0.253; number 3, C, carries -0.414; number 4, C, carries -0.071; number 5, N, carries -0.275; number 6, N, carries -0.290; number 7, N, carries 0.067; number 8, S, carries 0.791; number 9, H, carries 0.114; number 10, H, carries 0.126; number 11, H, carries 0.098; number 12, H, carries 0.082; number 13, H, carries 0.132; number 14, H, carries 0.057; number 15, H, carries 0.076; number 16, H, carries 0.067; number 17, H, carries 0.001; number 18, H, carries -0.019; number 19, H, carries 0.038

This record from the OMol25 dataset describes an isolated ion of composition C3H10NS and charge +1. The level of theory is ωB97M-V/def2-TZVPD.

Structure (XYZ):
```
15
C3H10NS | the OMol25 dataset | ωB97M-V/def2-TZVPD
C 0.76500 0.13704 1.20809
N -0.11437 0.49571 2.21140
H 1.58494 0.80743 0.97751
H 0.90081 -0.93392 1.11548
H 0.00619 1.42276 2.59772
H -0.34352 -0.17841 2.91127
C 0.98222 0.06934 -1.81675
S -0.30350 0.36508 -0.52775
C -1.16575 -1.24081 -0.57784
H 0.43634 -0.16823 -2.72298
H 1.51794 -0.82761 -1.50002
H 1.64685 0.92198 -1.76790
H -2.13800 -1.11133 -0.09676
H -1.26593 -1.50288 -1.62424
H -0.71404 -2.01763 0.03650
```

Output
HOMO-LUMO gap, eV: 10.89
Highest occupied orbital energy, hartree: -0.5223
Charge: +1

Atom-resolved charges from Löwdin, all expressed in e: number 1, C, carries -0.286; number 2, N, carries 0.009; number 3, H, carries 0.099; number 4, H, carries 0.092; number 5, H, carries 0.110; number 6, H, carries 0.102; number 7, C, carries -0.246; number 8, S, carries 1.026; number 9, C, carries -0.267; number 10, H, carries 0.059; number 11, H, carries 0.063; number 12, H, carries 0.057; number 13, H, carries 0.062; number 14, H, carries 0.058; number 15, H, carries 0.062

This record from the OMol25 dataset describes one molecule with the formula C12H18N2. The level of theory is ωB97M-V/def2-TZVPD.

Structure (XYZ):
```
32
C12H18N2 | the OMol25 dataset | ωB97M-V/def2-TZVPD
C -2.53082 0.19838 2.00556
C -2.85785 0.08553 0.50792
C -2.04355 -1.14489 -0.15736
C -0.51590 -0.84221 -0.42540
C -0.00362 -0.00196 -1.44221
C 1.25222 0.51705 -1.43369
C 2.11041 1.62509 -2.16585
C 3.47954 1.43224 -1.59867
C 2.09815 0.24295 -0.24912
C 1.73333 -0.65716 0.70631
C 0.42979 -1.22756 0.61518
C 0.13024 -2.19513 1.63978
H -3.17178 0.89998 2.59641
H -2.43664 -0.94870 2.21404
H -1.44206 0.43378 2.27918
H -3.86870 -0.28635 0.49863
H -3.84075 1.61686 -0.09757
H -2.31108 1.97636 -0.32873
H -1.92175 -2.11908 0.50650
H -2.59110 -1.55354 -1.16114
H -0.89033 0.25616 -2.07518
H 1.67280 2.62790 -1.85310
H 2.16325 1.47453 -3.38480
H 4.14594 2.32979 -1.89751
H 3.78725 0.53145 -2.24292
H 4.21158 0.61255 0.05744
H 2.43637 -0.85019 1.66248
H -0.68408 -1.76964 2.36917
H 0.06211 -3.29267 1.27027
H 1.11427 -2.19748 2.20542
N -2.97894 1.16356 -0.39181
N 3.26171 1.06240 -0.22922
```

Output
HOMO-LUMO gap, eV: 8.56
Highest occupied orbital energy, hartree: -0.2796

Atom-resolved charges from Löwdin, all expressed in e: number 1, C, carries -0.073; number 2, C, carries -0.491; number 3, C, carries -0.106; number 4, C, carries -0.166; number 5, C, carries -0.033; number 6, C, carries -0.125; number 7, C, carries -0.164; number 8, C, carries -0.302; number 9, C, carries -0.239; number 10, C, carries -0.007; number 11, C, carries -0.283; number 12, C, carries -0.109; number 13, H, carries 0.081; number 14, H, carries 0.079; number 15, H, carries 0.085; number 16, H, carries 0.114; number 17, H, carries 0.072; number 18, H, carries 0.104; number 19, H, carries 0.110; number 20, H, carries 0.148; number 21, H, carries 0.123; number 22, H, carries 0.121; number 23, H, carries 0.160; number 24, H, carries 0.141; number 25, H, carries 0.129; number 26, H, carries 0.168; number 27, H, carries 0.158; number 28, H, carries 0.095; number 29, H, carries 0.123; number 30, H, carries 0.071; number 31, N, carries 0.020; number 32, N, carries -0.005

This record from the OMol25 dataset describes C35H30NPPdS as an isolated structure. The level of theory is ωB97M-V/def2-TZVPD.

Structure (XYZ):
```
69
C35H30NPPdS | the OMol25 dataset | ωB97M-V/def2-TZVPD
Pd 0.77362 -0.05898 -0.44616
C 1.96444 3.60129 1.04491
C 2.63409 3.61211 -0.17986
C 2.06353 3.03089 -1.29058
C 0.78765 2.43924 -1.19481
C 0.11664 2.43500 0.04519
C 0.71294 3.01908 1.15749
P 0.10666 1.67064 -2.65130
C 0.01154 2.75887 -4.04170
C -0.23279 2.19056 -5.30036
C -0.33756 3.00766 -6.40971
C -0.18740 4.38291 -6.27342
C 0.06487 4.94999 -5.02946
C 0.16895 4.14475 -3.91076
C -1.30153 0.66198 -2.35856
C -2.53302 0.74509 -3.01816
C -3.50901 -0.17321 -2.68497
C -3.25647 -1.15699 -1.72941
C -2.02784 -1.24275 -1.08322
C -1.03199 -0.32993 -1.39876
H 2.42665 4.06526 1.90546
H 3.60565 4.08054 -0.25753
H 2.58581 3.03321 -2.23960
H -0.89578 2.05058 0.10992
H 0.18130 3.03289 2.09903
H -0.33748 1.11701 -5.40462
H -0.52880 2.57674 -7.38250
H -0.26769 5.01924 -7.14430
H 0.17217 6.02147 -4.93292
H 0.34954 4.58640 -2.93931
H -2.71962 1.51097 -3.76000
H -4.47596 -0.13120 -3.16678
H -4.03729 -1.86960 -1.49620
H -1.85166 -2.03113 -0.36129
C -3.37881 -1.33803 3.39165
C -2.60169 -2.32540 4.26152
C -3.32799 -3.67887 4.24776
C -2.53570 -1.78240 5.69577
C -1.18411 -2.51815 3.74673
C -0.33279 -3.45078 4.43663
C 0.97403 -3.71281 4.08254
C 1.48803 -3.02902 2.99301
S 3.04867 -3.10084 2.27814
C 2.55539 -1.92728 1.10035
N 1.28472 -1.50058 1.25582
C 0.67127 -2.09853 2.27597
C -0.66942 -1.85142 2.67390
C 3.34185 -1.47207 0.01962
C 4.68645 -1.88532 -0.14279
C 5.38872 -1.47662 -1.24363
C 4.75584 -0.66468 -2.19872
C 3.43953 -0.24964 -2.04230
C 2.70065 -0.62577 -0.93372
H -4.38946 -1.22884 3.78357
H -3.46413 -1.68282 2.35890
H -2.92062 -0.34681 3.39536
H -4.35930 -3.53705 4.57133
H -2.87705 -4.40142 4.92820
H -3.34568 -4.11365 3.24736
H -3.54655 -1.67201 6.08894
H -2.05164 -0.80534 5.72963
H -2.00011 -2.45132 6.37031
H -0.74765 -3.97490 5.28675
H 1.56509 -4.42524 4.64031
H -1.24412 -1.13486 2.10361
H 5.16205 -2.51822 0.59720
H 6.41629 -1.77860 -1.38538
H 5.31142 -0.35923 -3.07648
H 2.99268 0.36796 -2.81357
```

Output
Spin multiplicity: 5
HOMO-LUMO gap (alpha / beta), eV: 7.09 / 5.36
Highest occupied orbital energy (alpha / beta), hartree: -0.4905 / -0.5283
Charge: +2

Atom-resolved charges from Löwdin, all expressed in e: number 1, Pd, carries 0.857; number 2, C, carries -0.032; number 3, C, carries -0.039; number 4, C, carries -0.094; number 5, C, carries -0.412; number 6, C, carries -0.123; number 7, C, carries -0.053; number 8, P, carries 1.180; number 9, C, carries -0.360; number 10, C, carries -0.086; number 11, C, carries -0.048; number 12, C, carries -0.032; number 13, C, carries -0.045; number 14, C, carries -0.068; number 15, C, carries -0.400; number 16, C, carries -0.054; number 17, C, carries -0.048; number 18, C, carries -0.042; number 19, C, carries -0.099; number 20, C, carries -0.235; number 21, H, carries 0.122; number 22, H, carries 0.123; number 23, H, carries 0.118; number 24, H, carries 0.110; number 25, H, carries 0.120; number 26, H, carries 0.116; number 27, H, carries 0.120; number 28, H, carries 0.122; number 29, H, carries 0.120; number 30, H, carries 0.109; number 31, H, carries 0.117; number 32, H, carries 0.121; number 33, H, carries 0.119; number 34, H, carries 0.095; number 35, C, carries -0.055; number 36, C, carries -0.558; number 37, C, carries -0.027; number 38, C, carries -0.025; number 39, C, carries -0.128; number 40, C, carries 0.060; number 41, C, carries -0.026; number 42, C, carries -0.407; number 43, S, carries 1.216; number 44, C, carries -0.467; number 45, N, carries 0.050; number 46, C, carries -0.248; number 47, C, carries 0.064; number 48, C, carries -0.231; number 49, C, carries -0.014; number 50, C, carries -0.030; number 51, C, carries -0.009; number 52, C, carries -0.094; number 53, C, carries -0.117; number 54, H, carries 0.098; number 55, H, carries 0.085; number 56, H, carries 0.090; number 57, H, carries 0.099; number 58, H, carries 0.085; number 59, H, carries 0.097; number 60, H, carries 0.100; number 61, H, carries 0.097; number 62, H, carries 0.086; number 63, H, carries 0.128; number 64, H, carries 0.131; number 65, H, carries 0.106; number 66, H, carries 0.110; number 67, H, carries 0.125; number 68, H, carries 0.125; number 69, H, carries 0.086